Entry 1:
This record from OMol25 describes a 2-piece molecular cluster, C10H26BN3 overall. The level of theory is wB97M-V/def2-TZVPD.

Summary:
multiplicity: 1
energy: -585.61501 Ha

Structure (XYZ):
```
40
C10H26BN3 | OMol25 | wB97M-V/def2-TZVPD
B -1.654 -0.155 0.012
C 2.478 1.437 0.121
C 0.179 2.349 -0.234
C 0.761 1.288 1.844
C 1.336 -1.931 1.050
C 0.098 -2.143 -1.148
C 2.460 -1.443 -1.097
C -3.555 -0.309 1.698
C -1.846 1.015 -2.154
C 0.999 1.189 0.300
C 1.072 -1.355 -0.362
N -2.219 -0.566 1.229
N -2.354 0.161 -1.154
N 0.623 0.035 -0.502
H 2.820 1.182 -0.890
H 2.911 2.326 0.214
H 3.129 0.902 0.729
H 0.590 2.886 -1.151
H 0.247 3.060 0.586
H -0.863 2.048 -0.471
H -0.238 1.299 2.056
H 1.339 0.397 2.353
H 1.289 2.244 2.251
H 1.816 -2.846 0.820
H 2.037 -1.251 1.559
H 0.506 -2.260 1.589
H -0.315 -1.522 -2.003
H -0.868 -2.176 -0.630
H 0.449 -3.142 -1.472
H 2.352 -0.933 -2.013
H 3.166 -0.929 -0.556
H 2.588 -2.499 -1.199
H -4.165 0.294 0.943
H -4.055 -1.304 1.876
H -3.544 0.294 2.676
H -0.695 0.814 -2.314
H -2.315 0.743 -3.166
H -1.817 2.136 -1.936
H -1.611 -0.985 2.012
H -3.130 -0.351 -1.467
```

These are the Löwdin partial charges, in e, on atoms 1 to 5: number 1, B, carries -0.34; number 2, C, carries -0.06; number 3, C, carries -0.06; number 4, C, carries -0.05; number 5, C, carries -0.02

***

Entry 2:
This record from OMol25 describes C10H26Cl2FI2LiN8Na2O8S as an isolated structure. The level of theory is wB97M-V/def2-TZVPD.

Summary:
multiplicity: 1
energy: -3781.92990 Ha

Structure (XYZ):
```
61
C10H26Cl2FI2LiN8Na2O8S | OMol25 | wB97M-V/def2-TZVPD
C 3.867 -2.834 2.343
C 3.548 -3.950 3.356
I 2.583 -3.142 5.081
C 2.750 -5.138 2.749
I 1.757 -6.282 4.304
C 1.672 -4.615 1.874
N 1.001 -3.532 2.198
C 0.105 -3.345 1.215
N -0.722 -2.297 1.276
C -1.687 -2.140 0.226
N -2.729 -3.224 0.340
C -0.520 -1.325 2.387
C 0.445 -0.251 1.846
N 0.019 -0.073 0.671
N 0.211 -4.311 0.282
N 1.252 -5.133 0.697
S 1.783 -6.480 -0.181
H 4.684 -2.233 2.761
H 3.038 -2.129 2.234
H 4.222 -3.220 1.377
H 4.497 -4.361 3.712
H 3.380 -5.897 2.280
H -1.187 -2.187 -0.753
H -2.165 -1.166 0.284
H -3.304 -3.267 -0.497
H -3.270 -3.039 1.174
H -1.419 -0.723 2.584
H -0.236 -1.894 3.275
H 1.196 0.329 2.408
H 0.523 0.751 0.310
H -0.325 -4.427 -0.564
H 2.376 -5.837 -1.220
C -3.236 0.556 -0.390
O -4.450 0.337 0.215
H -2.347 0.456 0.252
H -2.978 -0.141 -1.223
H -3.038 1.567 -0.865
Cl 0.031 2.845 -0.004
C 1.791 4.072 -3.623
O 2.230 3.107 -3.002
N 0.742 4.823 -3.159
N 2.280 4.480 -4.811
H 0.373 5.617 -3.653
H 0.341 4.565 -2.273
H 3.053 3.967 -5.191
H 1.900 5.271 -5.330
Na -3.996 -1.501 1.385
Na -1.209 1.566 -1.698
O 3.195 0.617 4.381
H 3.041 -0.309 4.553
O -6.913 1.305 0.803
H -7.797 1.405 0.391
H -6.925 1.598 1.740
H -6.206 1.778 0.285
O 3.633 8.567 -6.177
Cl 2.221 8.298 -6.176
O 1.578 8.995 -5.091
O 2.016 6.862 -5.994
O 1.639 8.693 -7.434
Li -3.224 3.536 0.195
F -4.094 5.306 1.428
```

These are the Löwdin partial charges, in e, on atoms 1 to 5: number 1, C, carries -0.15; number 2, C, carries -0.80; number 3, I, carries 0.90; number 4, C, carries -0.69; number 5, I, carries 0.83

***

Short version: highest occupied orbital energy = -0.2709, -0.1921 hartree, in the order given.
Short version: HOMO-LUMO gap = 7.90, 1.47 eV, in the order given.
Short version: energy relative to the best compared isomer or geometry (same formula, charge and spin) = 28.1, 0.0 kcal per mole, in the order given.